(1)
Computed, not measured: C34H89AsF6N7O8 as an isolated structure in a non-equilibrium geometry, with ωB97M-V/def2-TZVPD.

```
145
Properties=species:S:1:pos:R:3:forces:R:3
F -0.157 -0.651 0.554 0.05 0.16 -0.45
C -4.605 1.285 6.219 0.27 0.35 0.91
H -5.446 2.629 3.990 0.45 0.00 0.20
H 6.794 2.311 -5.840 -0.59 0.04 -0.36
H -1.905 -1.229 4.097 0.15 -1.14 -0.31
C -2.887 1.108 4.467 -1.31 0.12 -1.47
H -3.538 -3.786 3.740 0.48 0.41 -0.35
H -0.291 -7.347 4.020 0.01 -0.40 -0.07
C -4.043 -1.607 3.714 1.11 1.54 -0.25
C -3.800 -2.944 4.382 -1.29 -0.84 0.89
H -0.397 5.076 -7.346 -0.09 0.23 0.00
H 4.661 4.306 -3.801 -0.52 0.37 -0.35
H -1.643 6.768 -0.770 0.20 -0.10 0.93
H -0.025 4.405 1.529 -0.01 0.20 0.00
C -4.967 -1.646 2.490 -0.31 -0.23 0.28
H 6.657 3.599 -4.647 0.46 -0.19 0.49
F 0.259 1.589 -0.212 0.38 -0.45 -0.78
N -0.827 1.141 -4.567 -0.66 0.37 0.00
O -0.153 -4.797 3.228 -0.48 -0.03 0.12
H -2.415 -3.020 -2.122 -0.05 0.00 0.12
H 2.776 -7.544 5.441 -0.23 0.14 0.26
F 0.684 -1.673 -1.460 0.16 0.58 0.17
H 6.933 -4.104 5.215 -0.11 0.16 0.21
H 0.708 -6.072 5.363 -0.18 0.00 -0.04
H -2.441 2.405 -2.768 0.19 0.03 -0.09
C 1.291 -6.276 4.464 0.60 0.86 -0.52
H -1.641 -3.778 -5.751 -0.15 -0.24 -0.14
C 4.508 -2.256 0.938 -1.05 1.13 0.41
H 4.542 -2.640 -0.082 0.42 -0.08 0.02
H 3.237 -6.844 3.942 0.29 0.07 0.08
H 4.945 -1.256 1.036 0.67 -0.20 -0.38
H -0.422 -2.478 -3.397 0.16 -0.02 -0.14
C 6.387 -3.066 2.029 1.37 -0.01 -0.94
H -1.285 3.688 -0.929 -1.05 0.28 0.07
O -3.429 -1.254 -2.524 -0.27 0.72 -0.43
H 6.749 -2.464 4.523 0.45 -0.11 0.06
H 1.715 -5.209 2.598 0.48 -0.06 0.15
H 3.561 2.352 0.359 0.15 0.27 0.07
H -4.133 6.077 -2.311 -0.10 0.42 0.21
H -0.229 5.581 -5.660 -0.45 -0.35 0.31
C 1.877 3.858 -3.192 -0.10 0.61 -1.26
H -2.917 5.508 -0.367 -0.28 0.53 -0.12
C 4.520 1.842 0.229 -0.94 -1.60 -0.86
N 2.175 2.016 -4.765 1.91 1.62 0.76
H -3.000 7.494 -2.647 -0.08 -0.04 0.87
H -2.374 4.003 -5.485 0.24 0.49 -0.34
H -3.810 1.039 6.932 0.16 -0.35 -0.28
N 0.358 4.848 -0.872 -1.10 0.31 0.01
H -2.833 -1.957 -4.949 -0.19 0.32 0.29
H -4.809 -2.525 1.862 0.13 -0.02 0.04
F 1.299 0.548 -2.417 -0.41 -0.02 1.11
C 4.194 3.317 -3.967 0.12 0.83 0.22
H 5.382 -3.461 4.625 -0.10 -0.59 -0.46
C 0.019 4.790 -6.374 0.13 0.44 -0.89
H -3.171 0.771 2.322 0.02 0.35 0.11
H -3.986 -3.151 -2.975 0.11 -0.25 -0.04
H -5.388 1.253 2.875 0.47 0.17 -0.03
O -5.734 -1.100 5.329 -0.45 0.16 -0.29
H 1.662 -4.174 4.064 -0.06 0.23 -0.18
H -2.434 -1.468 2.296 0.66 -0.65 0.38
H -5.451 -1.599 6.103 0.03 0.11 -0.01
C -1.454 3.514 -5.118 -0.94 -0.61 -0.59
H -5.527 0.964 6.705 -0.18 -0.04 -0.44
H -6.402 1.185 4.215 0.07 0.05 0.37
C -1.017 4.293 1.103 -1.22 0.31 -0.53
H -4.053 0.033 -1.079 0.10 0.06 -0.17
O 4.993 -3.132 1.930 0.15 -0.25 0.03
O 4.868 2.709 -5.035 0.66 -0.53 -1.24
C 1.203 -5.025 3.550 0.03 -0.63 0.42
F 2.164 -0.015 -0.248 -0.86 -0.36 0.29
H -1.761 4.898 1.631 0.31 0.20 0.23
H -3.324 6.381 -3.835 0.33 -0.79 0.01
C -2.286 -2.516 -4.185 0.16 -0.44 -0.36
H -1.294 0.248 -4.440 0.08 0.03 -0.78
H -1.396 -4.461 -4.177 -0.45 -0.60 0.09
H 0.663 -7.393 2.775 0.64 0.46 -0.05
H 4.360 2.882 -2.969 -0.20 -0.93 -0.33
H 5.336 2.537 0.062 0.07 0.00 0.43
H 8.734 -4.383 2.194 0.00 0.30 -0.09
C 6.453 -3.512 4.432 0.37 -0.08 0.14
H 2.313 1.623 -3.832 -0.48 -1.20 -0.46
C -0.286 -3.865 2.175 0.55 0.25 -0.49
N 8.395 -4.029 3.086 0.47 -0.10 -1.10
F -0.976 0.124 -1.787 -0.10 -0.01 0.86
C -3.061 -2.562 -2.886 -0.75 -0.14 0.25
O -0.422 3.484 -6.079 0.09 0.98 0.65
H -4.845 -0.760 1.866 0.09 0.02 0.05
H 2.626 4.054 -5.216 -0.12 -0.02 -0.03
C 2.694 3.362 -4.374 0.36 0.14 0.47
H 6.896 -3.246 1.066 -0.37 -0.39 -0.26
H -4.714 -3.320 4.861 -0.14 0.18 -0.12
C -4.361 0.785 4.794 -0.39 0.93 0.60
H 8.830 -4.669 3.740 -0.55 0.06 0.43
H -1.150 -1.079 -3.371 0.10 0.09 0.04
C -5.407 1.543 3.930 -0.55 -0.85 -0.74
H 1.946 3.164 -2.357 0.03 0.13 0.13
As 0.528 -0.006 -0.924 0.48 -0.16 -0.21
H 6.735 -2.044 2.232 -0.20 0.07 0.53
H -2.781 2.176 4.261 -0.03 0.15 0.70
H 4.634 1.126 1.049 0.43 0.74 0.56
H 2.992 1.706 -5.298 -0.48 -0.74 -0.14
H -6.001 -1.664 2.840 -0.04 -0.07 -0.07
H 3.337 -5.843 5.378 -0.39 0.23 0.13
C -3.189 6.416 -2.748 -0.34 0.36 -0.95
H -2.362 1.645 -5.767 -0.39 0.63 -0.12
H -3.753 2.684 -3.923 -0.12 -0.09 0.39
H -1.505 0.724 2.928 -0.04 -0.22 -0.42
H -4.862 -1.523 -0.992 0.04 -0.32 -0.14
H -1.186 4.083 -4.223 0.27 -0.33 0.23
C -1.048 4.628 -0.413 1.88 -0.82 0.35
H 6.423 1.790 -4.210 0.84 0.41 0.46
C -2.635 -1.091 3.298 -0.59 1.75 -0.34
C 2.735 -6.607 4.888 0.02 -0.42 -1.34
C -1.975 5.733 -0.881 -0.06 -0.79 -0.58
H -0.533 1.260 -3.599 0.40 0.65 -0.23
H -4.601 2.378 6.203 -0.14 0.01 -0.09
H -1.316 -3.681 1.880 -0.22 -0.05 0.70
N 0.696 -7.421 3.787 -1.13 -0.60 0.75
H -3.109 -4.389 -4.927 0.15 -0.42 0.17
C -2.132 -3.937 -4.790 0.89 1.67 0.20
O 4.479 1.008 -0.936 0.31 0.21 -0.63
H -3.115 -1.362 -0.535 -0.26 -0.05 0.40
H 6.497 -5.027 2.878 0.02 -0.12 -0.08
H -3.098 -2.845 5.210 0.30 0.04 -0.27
C 6.292 2.607 -4.921 -1.37 -0.14 0.60
N -0.983 -1.865 -3.985 -0.43 -0.84 -0.06
H -1.356 3.267 1.252 0.24 -0.09 -0.02
H 3.469 -1.988 1.148 -0.17 -0.69 0.07
H -3.273 1.033 -3.497 0.13 -0.11 -0.16
H 0.204 4.753 -1.870 0.72 0.32 -0.15
C -3.908 -1.038 -1.218 0.76 -0.18 -0.02
C -2.891 2.034 -3.690 -1.40 1.10 -0.40
H -2.236 0.764 5.268 0.03 0.09 0.04
H 0.172 -4.210 1.240 0.33 -0.22 0.15
C -1.949 2.107 -4.867 2.00 -2.12 1.39
H 0.218 -2.937 2.452 -0.24 0.24 -0.13
N -4.536 -0.652 4.733 0.93 -1.21 0.76
H 1.102 4.894 -6.474 0.08 -0.69 0.00
C -2.538 0.448 3.152 0.20 -0.80 0.04
H 0.833 3.984 -0.623 0.20 0.07 -0.03
H 2.155 4.886 -2.949 0.26 -0.16 0.47
O -2.143 5.610 -2.302 0.09 -0.32 0.06
C 6.940 -4.045 3.062 -1.46 0.92 1.39
H 3.685 0.444 -0.947 0.31 0.59 0.28
H 0.844 3.939 -3.535 -0.06 -0.36 0.13
```
Forces are in eV/Å.

Summary:
Electronic energy ... -5168.9817 hartree
Total charge ... -1
Max |F| ... 3.23 eV Å⁻¹
E_LUMO ... 2.2 eV
HOMO energy ... -5.56 eV

(2)
Computed, not measured: C2H13F3HfO5 as an isolated structure in a non-equilibrium geometry, with ωB97M-V/def2-TZVPD.

```
24
Properties=species:S:1:pos:R:3:forces:R:3
O -0.837 -2.278 0.205 -0.21 -0.13 0.04
H 1.337 2.255 -0.485 -0.43 -0.19 -0.40
H 3.373 -1.138 1.479 -0.58 -0.31 0.26
Hf 0.957 -0.755 -0.369 0.71 -0.23 0.07
O -0.942 0.780 -0.437 -0.32 -0.24 -0.10
H -0.814 -0.946 -2.997 -0.04 0.61 0.23
O 3.160 -0.677 0.667 0.12 0.18 0.23
F 1.804 -2.937 -0.730 -1.02 1.66 0.06
O 1.616 1.545 0.094 0.29 0.28 -0.07
H 2.153 1.975 0.759 0.16 -0.39 0.37
H -1.278 -2.953 -0.311 0.25 -0.03 -0.42
F 0.701 -0.728 2.005 0.18 0.06 -1.74
H -2.736 1.834 -0.651 -0.12 0.12 -0.56
H -0.212 -2.318 -2.782 0.55 -0.39 0.16
H -2.603 0.531 1.629 0.24 -0.16 -0.25
H -1.301 2.740 -0.072 -0.24 0.66 0.03
H 4.002 -0.349 0.350 -0.06 0.10 -0.73
H -1.299 -2.276 1.043 0.32 0.49 0.48
O -0.244 -1.439 -2.407 -0.17 -0.08 0.11
H -3.364 2.077 1.537 -0.10 0.40 0.10
C -2.398 1.583 1.430 0.18 0.07 -0.57
F 2.485 -0.253 -2.136 -1.16 -0.23 1.68
H -1.718 1.930 2.209 0.09 0.01 -0.06
C -1.843 1.795 -0.027 1.36 -2.26 1.08
```
Forces are in eV/Å.

Summary:
Electronic energy ... -807.9348 hartree
Total charge ... -1
Max |F| ... 2.85 eV Å⁻¹
E_LUMO (spin up / spin down) ... 3.0 / 2.9 eV
HOMO energy (spin up / spin down) ... -0.35 / -4.23 eV
Multiplicity ... 2

(3)
Computed, not measured: a 4-piece molecular cluster, C5H19N2O4 overall in a non-equilibrium geometry, with ωB97M-V/def2-TZVPD.

```
30
Properties=species:S:1:pos:R:3:forces:R:3
H 3.424 -2.194 -1.083 -0.85 0.40 1.13
C 1.152 1.313 -1.087 -1.62 -0.13 -0.83
O -1.144 1.829 2.074 0.30 -0.71 3.30
C 0.179 0.188 -0.641 1.61 0.77 0.76
H -1.704 2.352 2.677 0.13 0.07 -0.58
O 0.367 -0.365 1.663 0.11 0.31 0.68
H 0.630 2.315 -2.882 -1.26 2.25 -0.83
C 2.404 -1.730 -1.014 2.11 2.23 0.20
H -1.933 -1.896 3.379 0.82 -4.77 2.49
H 1.777 1.228 -3.236 1.39 0.13 0.26
N -1.103 0.869 -0.229 0.26 -1.19 -0.78
O -2.089 -1.116 2.993 -0.16 5.02 -2.49
H 0.907 2.277 -0.551 -0.09 -0.99 -0.68
H 0.323 0.574 -3.122 -0.09 1.08 1.42
H -2.937 -1.186 1.439 0.05 -0.10 -0.17
H 2.417 -1.913 0.993 -1.40 1.41 0.38
H -1.211 -0.812 2.670 -0.56 -0.45 0.10
H -1.030 1.577 0.571 0.15 -1.33 -0.14
H 2.154 1.135 -0.779 0.87 -0.49 -0.04
C 0.863 -0.470 0.553 -0.49 -2.08 0.66
H -0.764 1.134 2.720 -0.53 1.54 -1.90
H 2.554 -0.862 -1.663 -0.47 -0.14 -0.12
H -1.535 1.397 -1.005 0.28 -0.75 0.04
H -1.690 0.040 0.032 -0.84 0.97 0.14
N 1.928 -1.290 0.322 1.43 -1.02 -1.05
C 0.933 1.381 -2.593 0.58 -1.92 -1.36
O -2.966 -1.131 0.460 3.44 2.24 1.48
H -0.006 -0.631 -1.394 0.00 1.28 0.57
H 1.775 -2.426 -1.426 -1.82 -1.55 -1.18
H -3.676 -1.586 0.156 -3.32 -2.09 -1.45
```
Forces are in eV/Å.

Summary:
Electronic energy ... -612.1313 hartree
Total charge ... +1
Max |F| ... 5.61 eV Å⁻¹
E_LUMO ... -2.5 eV
Energy above the lowest of the compared OMol25 structures with the same formula, charge and spin ... 1.696 eV
HOMO energy ... -13.70 eV